Entry 1:
# C4H14N2O2

A cluster of 2 separate species, C4H14N2O2 in total in a non-equilibrium geometry (the ωB97M-V functional and the def2-TZVPD basis, the Open Molecules 2025 dataset).

Atoms and positions in Å:
O (1.76, -2.41, 1.11)
O (-2.67, -0.17, 2.31)
N (0.47, 1.65, 0.82)
N (-1.49, 0.33, -1.83)
C (0.23, 0.51, -0.08)
C (1.44, -1.83, -0.22)
C (-0.29, 1.05, -1.46)
C (1.51, -0.32, -0.20)
H (2.18, -0.12, 0.63)
H (0.47, 0.92, -2.23)
H (0.20, 1.39, 1.76)
H (2.00, -0.04, -1.14)
H (-0.69, 0.06, 0.29)
H (-2.45, 0.69, 2.70)
H (-2.07, 0.09, -1.05)
H (-2.02, 0.62, -2.63)
H (1.18, -1.91, 1.68)
H (-3.10, -0.10, 1.47)
H (2.06, -2.40, -0.91)
H (1.30, 2.18, 0.64)
H (-0.47, 2.11, -1.30)
H (0.46, -2.31, -0.35)

Properties
Calculated total energy   -420.70094 hartree
Spin multiplicity   2
Energy above the lowest of the compared OMol25 structures with the same formula, charge and spin   127.7 kJ/mol
Total charge   -1
E_LUMO (spin up / spin down)   3.60 / 3.51 eV

Entry 2:
# C4H14N2O2

A cluster of 2 separate species, C4H14N2O2 in total in a non-equilibrium geometry (the ωB97M-V functional and the def2-TZVPD basis, the Open Molecules 2025 dataset).

Atoms and positions in Å:
O (1.27, -2.41, -0.44)
O (-1.34, -2.29, -0.01)
N (0.36, -0.88, 1.52)
N (-1.12, 2.50, -1.03)
C (1.96, -1.46, -0.36)
C (0.42, 0.49, -0.60)
C (1.25, -0.22, 0.46)
C (-0.47, 1.56, 0.04)
H (0.94, -1.11, 2.35)
H (-0.03, -1.82, 1.27)
H (-2.02, 2.14, -1.36)
H (-0.57, 2.54, -1.90)
H (1.03, 0.98, -1.39)
H (-2.30, -2.12, -0.03)
H (-1.25, 3.43, -0.62)
H (2.06, 0.31, 0.99)
H (-0.43, -0.35, 1.90)
H (-0.29, -0.24, -1.04)
H (-1.38, 1.20, 0.53)
H (0.13, 2.24, 0.66)
H (-1.18, -3.24, -0.15)
H (2.95, -1.25, -0.78)

Properties
Calculated total energy   -419.50694 hartree
Spin multiplicity   2
Energy above the lowest of the compared OMol25 structures with the same formula, charge and spin   43.5 kJ/mol
Total charge   +3
E_LUMO (spin up / spin down)   -13.85 / -17.65 eV

Entry 3:
# C4H14N2O3

A cluster of 2 separate species, C4H14N2O3 in total in a non-equilibrium geometry (the ωB97M-V functional and the def2-TZVPD basis, the Open Molecules 2025 dataset).

Atoms and positions in Å:
O (-1.15, -1.16, 2.79)
O (1.64, 1.79, 1.75)
O (1.72, 0.56, -2.53)
N (-0.67, -1.66, 0.60)
N (-0.53, 1.05, -1.69)
C (0.88, 1.39, -1.72)
C (0.02, -1.40, 1.85)
C (-1.20, -0.43, 0.01)
C (-0.86, -0.37, -1.51)
H (1.26, -0.26, -2.76)
H (-0.78, 0.47, 0.52)
H (-1.00, 1.60, -2.39)
H (0.46, -2.33, 2.22)
H (-1.71, -1.95, 2.84)
H (-1.48, -2.19, 0.87)
H (-1.73, -0.62, -2.07)
H (0.60, -0.46, 1.99)
H (1.31, 1.32, -0.70)
H (-2.27, -0.29, 0.19)
H (2.35, 2.11, 1.18)
H (-0.06, -1.03, -1.79)
H (2.19, 1.41, 2.45)
H (1.01, 2.43, -2.10)

Properties
Calculated total energy   -495.95966 hartree
Energy above the lowest of the compared OMol25 structures with the same formula, charge and spin   291.1 kJ/mol
E_LUMO   0.70 eV

Entry 4:
# C4H14N2O6

A cluster of 4 separate species, C4H14N2O6 in total (the ωB97M-V functional and the def2-TZVPD basis, the Open Molecules 2025 dataset).

Atoms and positions in Å:
O (1.17, 2.47, 2.32)
O (-3.21, -1.64, -1.42)
O (-1.22, 0.41, 1.08)
O (0.73, -0.24, 0.49)
O (-0.65, -1.63, -3.47)
O (1.90, 2.87, 0.33)
N (2.00, 2.38, 1.43)
N (-0.17, -0.11, 1.31)
C (-3.41, -0.24, -1.26)
C (3.23, 1.60, 1.69)
C (0.07, -0.64, 2.68)
C (0.28, -1.02, -2.60)
H (-4.34, 0.10, -1.73)
H (0.80, 0.01, 3.14)
H (-2.58, 0.34, -1.66)
H (3.23, 0.76, 0.99)
H (3.21, 1.25, 2.71)
H (-3.47, -0.02, -0.19)
H (-0.87, -0.63, 3.20)
H (4.08, 2.25, 1.51)
H (1.21, -0.72, -3.10)
H (-0.18, -0.13, -2.18)
H (0.55, -1.66, -1.75)
H (-2.58, -1.78, -2.14)
H (0.48, -1.64, 2.57)
H (-0.22, -2.34, -3.95)

Properties
Calculated total energy   -721.52558 hartree
Energy above the lowest of the compared OMol25 structures with the same formula, charge and spin   23.5 kJ/mol
E_LUMO   0.17 eV

Entry 5:
# C4H14N2OS

A cluster of 2 separate species, C4H14N2OS in total in a non-equilibrium geometry (the ωB97M-V functional and the def2-TZVPD basis, the Open Molecules 2025 dataset).

Atoms and positions in Å:
S (2.47, 1.92, -1.21)
O (1.53, -2.83, 2.00)
N (-0.09, -0.40, 0.39)
N (-2.19, 0.22, 1.58)
C (0.72, 1.76, -1.55)
C (-0.72, -0.26, -0.89)
C (0.24, 0.35, -1.90)
C (-0.91, -0.40, 1.63)
H (-1.01, -1.45, 1.91)
H (-2.23, 1.17, 1.90)
H (1.49, -2.46, 1.11)
H (0.77, 0.11, 0.53)
H (-1.67, 0.31, -0.90)
H (1.74, -2.01, 2.47)
H (-0.18, 0.30, -2.90)
H (-1.13, -1.22, -1.25)
H (0.43, 2.43, -2.34)
H (1.04, -0.39, -2.04)
H (-0.31, 0.09, 2.38)
H (-2.82, -0.01, 0.83)
H (0.09, 2.13, -0.74)
H (2.73, 0.63, -1.02)

Properties
Calculated total energy   -743.70002 hartree
Energy above the lowest of the compared OMol25 structures with the same formula, charge and spin   88.8 kJ/mol
E_LUMO   0.66 eV

Entry 6:
# C4H14N2OS

A cluster of 3 separate species, C4H14N2OS in total in a non-equilibrium geometry (the ωB97M-V functional and the def2-TZVPD basis, the Open Molecules 2025 dataset).

Atoms and positions in Å:
S (0.10, -3.15, 2.07)
O (-2.64, -0.43, 1.72)
N (1.28, 2.74, -1.25)
N (-0.46, 0.66, 0.79)
C (-0.55, -1.77, 1.11)
C (0.12, -0.47, 1.54)
C (0.87, 0.21, -1.67)
C (1.28, 1.49, -2.31)
H (0.36, 3.14, -1.12)
H (1.39, 2.21, -0.36)
H (-0.37, -1.91, 0.01)
H (1.16, -0.57, 1.17)
H (-1.66, -1.67, 1.26)
H (2.34, 1.44, -2.52)
H (0.60, 1.80, -3.12)
H (-3.28, 0.25, 1.50)
H (-1.46, 0.33, 0.82)
H (-0.67, -4.04, 1.41)
H (0.03, -0.28, 2.61)
H (-0.12, -0.08, -2.09)
H (0.02, 0.64, -0.12)
H (1.66, -0.53, -1.45)

Properties
Calculated total energy   -743.44053 hartree
Energy above the lowest of the compared OMol25 structures with the same formula, charge and spin   770.1 kJ/mol
E_LUMO   -4.02 eV

Entry 7:
# C4H14N2OS

A cluster of 2 separate species, C4H14N2OS in total in a non-equilibrium geometry (the ωB97M-V functional and the def2-TZVPD basis, the Open Molecules 2025 dataset).

Atoms and positions in Å:
S (-2.38, 2.00, -0.01)
O (-2.40, -0.92, 2.13)
N (0.31, -2.53, 0.04)
N (0.70, 0.43, 0.20)
C (-0.57, 2.58, 0.05)
C (1.64, -0.49, -0.36)
C (1.11, -1.80, -0.96)
C (0.33, 1.59, -0.67)
H (-0.32, 2.94, 1.01)
H (0.43, -1.53, -1.76)
H (-0.15, 0.06, 0.64)
H (1.83, -2.57, -1.33)
H (-0.51, 3.51, -0.63)
H (2.56, -0.70, 0.35)
H (-0.41, -1.86, 0.49)
H (0.95, -2.95, 0.71)
H (-0.04, 1.20, -1.65)
H (2.25, 0.04, -1.15)
H (-2.22, -0.15, 2.06)
H (-2.09, -1.54, 1.66)
H (-2.35, 0.59, 0.15)
H (1.32, 2.11, -0.96)

Properties
Calculated total energy   -743.61149 hartree
Energy above the lowest of the compared OMol25 structures with the same formula, charge and spin   321.2 kJ/mol
E_LUMO   0.77 eV

Entry 8:
# C4H14N2P

A cluster of 2 separate species, C4H14N2P in total in a non-equilibrium geometry (the ωB97M-V functional and the def2-TZVPD basis, the Open Molecules 2025 dataset).

Atoms and positions in Å:
P (3.20, -0.13, 0.09)
N (-1.12, 0.73, -0.39)
N (1.75, 0.25, 0.46)
C (-1.69, 1.22, 0.84)
C (-1.36, -1.59, 0.21)
C (0.08, 1.03, -0.78)
C (-1.79, -0.51, -0.85)
H (-1.64, -2.53, -0.22)
H (-2.50, 0.53, 0.92)
H (3.43, -0.95, -1.04)
H (-2.91, -0.40, -1.02)
H (3.92, -0.89, 0.95)
H (0.58, 1.96, -0.44)
H (-0.26, -1.53, 0.11)
H (4.13, 1.02, -0.33)
H (-1.47, -0.88, -1.82)
H (-1.00, 1.02, 1.62)
H (-1.54, -1.61, 1.28)
H (1.63, 0.38, 1.40)
H (-1.94, 2.24, 0.74)
H (0.47, 0.64, -1.72)

Properties
Calculated total energy   -611.31771 hartree
Energy above the lowest of the compared OMol25 structures with the same formula, charge and spin   324.8 kJ/mol
Total charge   +1
E_LUMO   -3.21 eV

Entry 9:
# C4H14N3

A cluster of 2 separate species, C4H14N3 in total in a non-equilibrium geometry (the ωB97M-V functional and the def2-TZVPD basis, the Open Molecules 2025 dataset).

Atoms and positions in Å:
N (1.68, 0.26, 0.22)
N (-1.48, -0.46, 0.01)
N (-2.58, -0.07, -0.84)
C (-1.64, 0.20, 1.27)
C (0.90, -2.04, 0.11)
C (1.92, 1.58, -0.28)
C (1.16, -0.73, -0.46)
H (-3.50, -0.31, -0.42)
H (-1.57, 1.29, 1.18)
H (2.98, 1.82, -0.22)
H (1.42, -2.21, 1.04)
H (1.12, -2.83, -0.60)
H (-0.19, -2.08, 0.30)
H (1.61, 1.65, -1.32)
H (-2.60, 0.96, -1.04)
H (1.90, 0.12, 1.20)
H (-2.60, -0.05, 1.75)
H (-0.84, -0.15, 1.92)
H (0.93, -0.55, -1.50)
H (1.37, 2.31, 0.31)
H (-2.48, -0.58, -1.73)

Properties
Calculated total energy   -324.72946 hartree
Energy above the lowest of the compared OMol25 structures with the same formula, charge and spin   355.5 kJ/mol
Total charge   +1
E_LUMO   -3.33 eV

Entry 10:
# C4H14N3

The ion C4H14N3 with charge +1 in a non-equilibrium geometry (the ωB97M-V functional and the def2-TZVPD basis, the Open Molecules 2025 dataset).

Atoms and positions in Å:
N (0.63, -2.17, -1.14)
N (0.57, 2.54, 0.81)
N (1.19, 0.24, -0.08)
C (-0.17, 0.20, 0.55)
C (-0.55, 1.65, 1.16)
C (-0.80, -1.97, -0.70)
C (-1.13, -0.48, -0.47)
H (1.27, -0.78, -0.48)
H (-2.20, -0.36, -0.17)
H (0.79, -2.26, -2.14)
H (-0.03, -0.45, 1.42)
H (-1.04, -2.61, 0.14)
H (1.88, 0.48, 0.63)
H (-1.43, -2.36, -1.52)
H (0.75, 3.14, 1.62)
H (-0.55, 1.53, 2.30)
H (1.32, 0.84, -0.89)
H (0.21, 3.27, 0.21)
H (-1.56, 1.75, 0.78)
H (-0.92, 0.01, -1.42)
H (1.01, -2.90, -0.56)

Properties
Calculated total energy   -324.82348 hartree
Energy above the lowest of the compared OMol25 structures with the same formula, charge and spin   108.6 kJ/mol
Total charge   +1
E_LUMO   -2.72 eV